{"formula": "C57H61AsCaFN6O4S", "method": "ωB97M-V with the def2-TZVPD basis set", "homo_lumo_gap_ev": 5.468, "total_charge": 1, "mol_weight_g_mol": 1060.2, "max_force_ev_per_a": 2.4, "total_energy_ev": -170058.6464, "homo_ha": -0.3170, "lumo_energy_ha": -0.11608, "symbols": ["Ca", "C", "C", "C", "C", "C", "C", "C", "C", "S", "C", "N", "C", "C", "C", "C", "C", "C", "C", "C", "H", "H", "H", "H", "H", "H", "H", "H", "H", "H", "H", "H", "H", "H", "H", "H", "C", "C", "N", "C", "C", "C", "O", "O", "C", "O", "C", "C", "C", "F", "C", "C", "C", "N", "C", "C", "N", "C", "C", "H", "H", "H", "H", "H", "H", "H", "H", "H", "H", "H", "H", "H", "H", "H", "H", "H", "H", "C", "C", "C", "C", "C", "C", "As", "C", "C", "C", "C", "C", "C", "C", "C", "C", "C", "C", "C", "H", "H", "H", "H", "H", "H", "H", "H", "H", "H", "H", "H", "H", "H", "H", "C", "N", "C", "C", "C", "N", "C", "C", "O", "H", "H", "H", "H", "H", "H", "H", "H", "H", "H", "H", "H"], "coordinates": [[-0.119, -0.019, 0.015], [-4.235, -1.561, 6.191], [-3.958, -0.278, 5.393], [-4.715, -0.375, 4.070], [-4.494, 0.931, 6.176], [-2.453, -0.126, 5.182], [-1.627, 0.008, 6.310], [-0.258, 0.127, 6.207], [0.310, 0.128, 4.941], [1.976, 0.248, 4.492], [1.512, 0.132, 2.789], [0.228, 0.028, 2.602], [-0.482, 0.011, 3.790], [-1.867, -0.131, 3.926], [2.543, 0.155, 1.750], [3.895, 0.129, 2.129], [4.884, 0.131, 1.167], [4.523, 0.159, -0.176], [3.181, 0.182, -0.534], [2.134, 0.180, 0.399], [-5.304, -1.650, 6.396], [-3.705, -1.561, 7.145], [-3.918, -2.438, 5.624], [-5.788, -0.422, 4.264], [-4.434, -1.280, 3.531], [-4.526, 0.488, 3.429], [-5.577, 0.849, 6.286], [-4.268, 1.862, 5.650], [-4.062, 0.990, 7.175], [-2.069, -0.003, 7.299], [0.359, 0.207, 7.094], [-2.450, -0.279, 3.026], [4.172, 0.094, 3.178], [5.927, 0.104, 1.455], [5.295, 0.157, -0.938], [2.937, 0.193, -1.595], [-0.957, 6.130, -4.861], [0.382, 5.488, -4.510], [0.293, 4.647, -3.319], [0.110, 3.311, -3.476], [-0.094, 2.418, -2.477], [-0.295, 0.956, -2.911], [-0.292, 0.739, -4.121], [-0.476, 0.114, -1.980], [-0.153, 2.879, -1.115], [-0.448, 2.200, -0.122], [0.144, 4.310, -0.951], [0.233, 4.827, 0.338], [0.427, 6.164, 0.541], [0.469, 6.618, 1.824], [0.548, 7.064, -0.522], [0.510, 6.538, -1.806], [0.315, 5.173, -2.047], [0.713, 8.466, -0.379], [1.250, 9.060, 0.826], [0.175, 9.450, 1.845], [-0.849, 10.316, 1.167], [-1.421, 9.639, -0.043], [-0.272, 9.325, -1.004], [-0.852, 6.760, -5.743], [-1.328, 6.743, -4.037], [-1.702, 5.361, -5.065], [1.151, 6.245, -4.363], [0.709, 4.855, -5.333], [0.124, 2.927, -4.489], [0.126, 4.152, 1.179], [0.675, 7.222, -2.627], [1.799, 9.966, 0.540], [1.958, 8.388, 1.300], [0.608, 10.003, 2.677], [-0.338, 8.573, 2.230], [-0.403, 11.188, 0.873], [-1.589, 10.562, 1.823], [-2.164, 10.291, -0.499], [-1.895, 8.715, 0.287], [0.207, 10.261, -1.316], [-0.684, 8.852, -1.891], [-4.937, 4.135, 0.914], [-5.397, 3.556, -0.259], [-4.897, 2.331, -0.683], [-3.936, 1.661, 0.067], [-3.441, 2.281, 1.216], [-3.945, 3.497, 1.647], [-3.093, -0.059, -0.383], [-4.090, -1.235, 0.853], [-3.332, -2.218, 1.489], [-3.931, -3.168, 2.305], [-5.306, -3.152, 2.490], [-6.066, -2.155, 1.893], [-5.460, -1.196, 1.096], [-4.023, -0.518, -2.055], [-3.237, -0.828, -3.164], [-3.821, -1.156, -4.380], [-5.200, -1.164, -4.511], [-5.994, -0.858, -3.414], [-5.410, -0.543, -2.197], [-5.348, 5.077, 1.256], [-6.154, 4.061, -0.848], [-5.257, 1.906, -1.610], [-2.638, 1.809, 1.771], [-3.566, 3.946, 2.558], [-2.257, -2.228, 1.347], [-3.324, -3.919, 2.797], [-5.781, -3.898, 3.114], [-7.134, -2.115, 2.062], [-6.061, -0.387, 0.701], [-2.158, -0.795, -3.090], [-3.193, -1.396, -5.228], [-5.658, -1.398, -5.464], [-7.073, -0.862, -3.507], [-6.054, -0.324, -1.359], [1.573, -3.425, 1.901], [0.743, -4.167, 0.965], [0.747, -5.615, 1.081], [0.389, -6.244, -0.252], [-0.936, -5.660, -0.704], [-0.852, -4.211, -0.740], [-1.723, -3.517, -1.674], [-0.083, -3.493, 0.122], [-0.136, -2.249, 0.142], [2.570, -3.864, 1.926], [1.152, -3.447, 2.911], [1.651, -2.395, 1.572], [0.036, -5.939, 1.852], [1.742, -5.926, 1.399], [0.322, -7.327, -0.161], [1.161, -6.002, -0.985], [-1.740, -5.980, -0.030], [-1.188, -6.009, -1.706], [-1.645, -3.982, -2.658], [-1.405, -2.482, -1.751], [-2.769, -3.551, -1.352]], "forces_ev_per_a": [[-0.501, -0.824, 2.249], [0.039, 0.074, -0.024], [-0.153, 0.059, -0.024], [0.204, 0.029, 0.188], [0.074, -0.060, -0.011], [-0.008, -0.025, -0.045], [0.072, -0.027, 0.051], [-0.025, -0.012, 0.080], [-0.006, 0.007, -0.266], [-0.132, -0.035, -0.232], [-0.050, 0.082, 0.702], [0.008, -0.024, -0.404], [0.150, 0.016, 0.508], [0.078, 0.020, -0.155], [0.442, 0.029, -0.439], [-0.222, -0.009, 0.150], [0.068, -0.004, 0.014], [-0.009, 0.021, -0.106], [0.090, 0.013, 0.088], [1.197, 0.166, 0.316], [-0.002, -0.019, -0.005], [-0.027, -0.029, 0.014], [0.008, -0.014, 0.017], [0.003, 0.001, 0.009], [0.005, 0.440, 0.261], [-0.030, 0.096, 0.000], [-0.002, 0.013, -0.002], [-0.022, -0.002, 0.002], [0.010, 0.036, 0.010], [-0.015, 0.019, -0.002], [-0.013, 0.015, -0.001], [-0.083, 0.066, 0.075], [0.083, 0.002, -0.020], [-0.008, 0.001, 0.012], [-0.003, -0.005, 0.011], [0.050, -0.009, -0.005], [0.087, -0.042, 0.102], [-0.229, 0.215, -0.111], [0.051, -0.256, -0.108], [0.055, 0.152, 0.050], [-0.070, -0.441, 0.173], [-0.058, 0.340, -0.555], [0.006, -0.032, 0.201], [-0.061, 0.270, -2.256], [-0.088, 0.110, -0.304], [0.014, 0.701, -0.025], [0.006, 0.133, -0.006], [-0.009, 0.021, 0.091], [-0.060, -0.167, -0.052], [0.004, 0.050, 0.032], [0.040, -0.117, -0.190], [0.071, 0.155, 0.011], [-0.070, -0.004, 0.296], [-0.023, 0.115, 0.046], [-0.113, 0.020, 0.010], [0.384, -0.229, 0.104], [-0.010, -0.002, 0.013], [0.032, -0.182, -0.411], [-0.055, -0.027, 0.196], [-0.023, -0.011, -0.009], [0.002, 0.010, -0.017], [-0.004, 0.014, -0.032], [0.071, -0.063, -0.001], [0.075, -0.041, 0.048], [-0.023, 0.033, -0.013], [-0.036, 0.000, -0.010], [-0.025, -0.016, -0.014], [0.035, -0.029, -0.016], [0.013, 0.014, 0.030], [-0.083, 0.102, -0.029], [-0.099, 0.063, -0.051], [-0.033, 0.063, 0.028], [-0.025, 0.035, 0.027], [0.005, 0.076, 0.104], [-0.029, 0.047, 0.093], [-0.002, -0.013, -0.040], [-0.012, 0.009, -0.025], [0.019, -0.031, -0.028], [-0.031, 0.089, 0.039], [0.028, -0.117, -0.080], [0.153, 0.077, -0.011], [0.061, -0.131, 0.005], [-0.037, 0.038, 0.052], [-1.313, -0.126, 0.136], [0.142, -0.036, -0.041], [0.008, 0.012, -0.224], [-0.063, -0.212, -0.084], [-0.019, -0.190, -0.205], [-0.080, -0.100, -0.110], [-0.010, 0.084, 0.033], [0.191, 0.039, -0.099], [0.150, 0.080, 0.071], [-0.108, -0.022, -0.072], [0.029, 0.010, -0.019], [0.002, -0.002, -0.013], [-0.023, -0.047, 0.106], [0.000, 0.006, -0.015], [-0.002, -0.032, -0.012], [-0.022, -0.021, 0.001], [-0.019, -0.001, 0.094], [0.016, -0.023, -0.008], [0.059, -0.082, -0.015], [0.002, 0.012, -0.002], [0.001, 0.012, 0.013], [0.007, 0.011, 0.012], [-0.023, -0.009, -0.067], [-0.030, -0.015, -0.009], [0.034, 0.037, 0.020], [0.002, -0.032, 0.014], [0.002, -0.009, 0.023], [-0.014, 0.022, 0.032], [-0.103, 0.046, 0.036], [0.057, 0.103, -0.022], [-0.030, -0.090, -0.116], [-0.079, 0.129, 0.065], [0.122, -0.096, 0.040], [0.021, 0.107, -0.053], [0.013, 0.046, 0.117], [-0.059, -0.210, 0.056], [-0.049, -0.512, -0.008], [-0.009, -0.020, -0.012], [0.006, 0.002, -0.009], [0.033, 0.015, 0.006], [0.039, -0.005, 0.033], [0.008, 0.025, 0.019], [-0.011, -0.001, 0.012], [0.011, -0.046, -0.015], [-0.027, -0.011, -0.042], [-0.023, 0.027, -0.007], [0.009, -0.005, 0.005], [-0.024, 0.012, -0.045], [-0.005, 0.011, 0.010]], "mulliken_charge": [2.46, -1.90, 2.64, -1.75, -1.83, 0.58, -0.37, -1.36, 1.09, -0.51, 0.63, 0.74, -1.90, 0.30, 0.54, -1.28, -0.82, -0.77, -0.68, 0.23, 0.42, 0.42, 0.31, 0.57, 0.19, 0.04, 0.44, 0.37, 0.35, 0.43, 0.41, -0.34, 0.42, 0.39, 0.43, 0.43, -0.96, -1.02, 0.23, -0.30, -0.55, 0.18, -0.83, -0.58, 1.49, -0.39, 0.40, -0.91, 0.70, -0.39, -0.71, -0.91, 0.17, 0.11, -0.98, -0.62, -0.09, -0.79, -0.73, 0.40, 0.24, 0.33, 0.43, 0.46, 0.57, 0.61, 0.62, 0.42, 0.48, 0.35, 0.45, 0.37, 0.35, 0.44, 0.39, 0.36, 0.37, -0.73, -0.73, -0.66, 0.17, -0.17, -0.97, 1.84, 0.99, -0.17, -1.22, -0.51, -1.23, -0.48, 0.52, -0.13, -1.17, -0.52, -1.01, -0.22, 0.41, 0.44, 0.55, 0.31, 0.54, 0.21, 0.56, 0.43, 0.41, 0.42, 0.03, 0.47, 0.39, 0.42, 0.26, -0.89, 0.29, -0.64, -0.74, -0.60, 0.34, -0.81, 0.09, -0.39, 0.44, 0.32, 0.00, 0.29, 0.35, 0.38, 0.31, 0.27, 0.35, 0.61, -0.22, 0.31]}